44
Properties=species:S:1:pos:R:3:mulliken_spin:R:1 method="wB97M-V/def2-TZVPD" e_tot_ev=-126466.3886 spin_multiplicity=2 total_charge=-1 largest_force_ev_per_a=3.8
Hg 0.51 0.84 -0.73 0.631
C 1.34 1.49 3.97 0.012
C 1.72 0.42 2.96 0.036
C 2.23 -0.86 3.60 0.010
O 0.69 0.10 2.10 0.060
C 3.07 1.10 2.17 -0.041
O 4.02 1.16 2.92 0.014
O 2.85 1.44 1.03 0.141
H 0.53 1.12 4.61 0.001
H 1.00 2.39 3.46 0.004
H 2.20 1.73 4.59 -0.003
H 1.50 -1.22 4.32 0.001
H 3.17 -0.67 4.10 0.000
H 2.37 -1.62 2.84 0.001
H 0.01 0.80 2.03 0.007
C -4.57 -0.76 1.30 0.000
C -3.56 -0.55 0.20 -0.019
O -4.12 -0.77 -1.08 -0.002
P -2.15 -1.73 0.28 0.083
O -2.88 -3.18 0.26 -0.002
O -1.52 -1.81 1.73 0.005
O -1.19 -1.61 -0.83 0.009
P -2.74 1.11 0.26 0.042
O -3.96 2.08 0.76 0.004
O -2.40 1.49 -1.14 0.005
O -1.72 1.07 1.35 -0.036
H -4.83 -1.81 1.39 0.000
H -5.46 -0.18 1.10 0.000
H -4.12 -0.41 2.23 0.000
H -3.62 -0.17 -1.66 0.000
H -3.31 -3.25 -0.59 0.000
H -0.83 -1.14 1.81 -0.001
H -4.29 2.53 -0.02 0.002
Br 0.89 3.24 -3.87 0.006
C 0.46 1.46 -4.37 0.008
C -0.43 1.25 -5.41 0.000
C -0.69 -0.07 -5.74 0.006
C -0.07 -1.09 -5.03 -0.006
C 0.80 -0.75 -4.01 0.022
N 1.07 0.51 -3.69 0.005
H -0.89 2.08 -5.92 -0.002
H -1.39 -0.30 -6.54 0.001
H -0.27 -2.12 -5.26 -0.001
H 1.31 -1.49 -3.42 0.001